This record from OMol25 describes a structure of composition C22H18IKN4O5. The level of theory is wB97M-V/def2-TZVPD.

Element x y z (Å)
K  0.459  0.677  -2.434
C  -1.067  4.585  -1.076
C  -0.662  4.041  0.260
N  -1.199  4.534  1.338
C  -0.828  4.034  2.550
C  0.092  3.035  2.700
C  0.405  2.506  4.085
O  -0.478  2.970  5.099
C  0.715  2.478  1.545
C  1.747  1.492  1.721
N  2.264  0.719  0.830
C  3.339  -0.071  1.243
C  4.456  0.481  1.881
C  5.533  -0.305  2.259
C  5.524  -1.668  2.003
C  4.430  -2.233  1.360
C  3.355  -1.446  0.977
I  1.714  -2.321  0.035
C  0.332  2.966  0.256
O  0.830  2.583  -0.831
H  -1.742  5.428  -0.940
H  -1.560  3.817  -1.677
H  -0.189  4.887  -1.649
H  -1.296  4.501  3.406
H  1.402  2.821  4.404
H  0.401  1.411  4.072
H  -1.373  2.873  4.755
H  2.127  1.406  2.747
H  4.473  1.551  2.048
H  6.386  0.153  2.745
H  6.361  -2.292  2.289
H  4.408  -3.295  1.153
O  -0.339  1.739  -4.684
N  0.805  1.572  -5.176
O  1.264  2.374  -5.992
O  1.486  0.580  -4.801
C  -1.620  -2.119  -1.805
C  -2.629  -3.039  -1.859
C  -2.394  -4.449  -2.092
C  -3.403  -5.364  -2.135
C  -4.759  -4.994  -1.955
C  -5.021  -3.619  -1.731
C  -4.025  -2.692  -1.686
C  -5.796  -5.948  -2.000
N  -6.649  -6.734  -2.036
H  -1.836  -1.074  -1.609
H  -0.587  -2.419  -1.937
H  -1.371  -4.780  -2.237
H  -3.164  -6.407  -2.312
H  -6.048  -3.297  -1.593
H  -4.275  -1.650  -1.513

Values from the calculation:
* Kohn-Sham gap: 4.73 eV
* largest force on an atom: 0.48 eV/Å
* charge: -2
* energy above the lowest of the compared OMol25 structures with the same formula, charge and spin: 3.1 kJ/mol

Results of the Löwdin charge analysis, in e, for atoms 1 through 2: atom 1 (K): 0.81, atom 2 (C): -0.04

=====

This record from OMol25 describes a cluster of 5 separate species, C14H26B3NO16P2 in total. The level of theory is wB97M-V/def2-TZVPD.

Element x y z (Å)
C  5.094  -0.214  0.193
P  4.079  -0.064  -1.348
C  3.525  -1.801  -1.603
B  2.428  0.702  -0.722
O  2.226  2.076  -0.710
B  0.937  2.467  -1.028
O  0.675  3.398  -1.979
O  -0.116  1.793  -0.425
B  0.056  0.428  -0.428
P  -1.412  -0.810  -0.688
N  -1.468  -1.238  -2.215
O  1.334  -0.085  -0.387
H  4.523  -0.422  1.097
H  5.792  -1.036  0.030
H  5.678  0.694  0.333
H  3.084  -2.269  -0.722
H  4.371  -2.400  -1.942
H  2.773  -1.796  -2.394
H  1.467  3.849  -2.276
H  -2.565  -0.150  -0.232
H  -1.205  -1.860  0.225
H  -1.320  -2.240  -2.278
O  -3.143  -2.222  2.180
C  -3.275  -1.188  2.747
O  -3.322  -1.039  4.091
C  -3.252  0.358  4.397
C  -3.753  1.001  3.116
O  -3.389  0.016  2.140
H  -3.857  0.565  5.275
H  -2.210  0.621  4.591
H  -4.837  1.126  3.101
H  -3.267  1.942  2.876
O  0.660  0.868  4.675
C  0.385  -0.129  5.261
O  0.486  -1.373  4.751
C  0.254  -2.323  5.797
C  -0.558  -1.507  6.788
O  -0.106  -0.171  6.522
H  -0.271  -3.183  5.390
H  1.218  -2.633  6.204
H  -1.628  -1.561  6.581
H  -0.369  -1.751  7.829
O  1.145  -4.755  -0.488
C  1.105  -4.639  -1.669
O  -0.022  -4.436  -2.392
C  0.355  -4.088  -3.733
C  1.735  -4.712  -3.841
O  2.184  -4.689  -2.484
H  -0.371  -4.492  -4.432
H  0.378  -2.999  -3.811
H  1.698  -5.748  -4.181
H  2.429  -4.148  -4.459
O  -3.188  6.343  -6.453
C  -2.501  6.112  -5.514
O  -1.590  5.113  -5.445
C  -0.801  5.289  -4.264
C  -1.725  6.117  -3.387
O  -2.515  6.814  -4.354
H  -0.554  4.321  -3.841
H  0.107  5.831  -4.534
H  -2.380  5.491  -2.779
H  -1.213  6.837  -2.754

Values from the calculation:
* SMILES string: CP(C)B1OB(O)OB([PH2]=N)O1.O=C1OCCO1.O=C1OCCO1.O=C1OCCO1.O=C1OCCO1
* Kohn-Sham gap: 8.38 eV
* largest force on an atom: 0.93 eV/Å

Results of the Löwdin charge analysis, in e, for atoms 1 through 2: atom 1 (C): -0.31, atom 2 (P): 0.94